(1)
{
  "formula": "C4H12",
  "method": "the ωB97M-V functional and the def2-TZVPD basis",
  "relative_energy_kcal_mol": 25.6,
  "homo_ev": -11.343,
  "fmax_ev_per_a": 5.4,
  "homo_lumo_gap_ha": 0.4594,
  "smiles": "CC.CC",
  "total_energy_ev": -4341.420,
  "elements": ["C", "C", "H", "H", "H", "H", "H", "H", "C", "C", "H", "H", "H", "H", "H", "H"],
  "coordinates": [[-1.1749, 1.1504, 1.1711], [-0.6468, 2.0192, 0.0468], [-0.3250, 0.4986, 1.6105], [-1.8133, 1.6771, 1.7538], [-1.8829, 0.3337, 0.7294], [-0.0232, 2.7326, 0.5406], [-1.4953, 2.6125, -0.4431], [-0.2042, 1.3045, -0.6857], [1.3310, -1.2190, -1.1751], [0.4155, -1.8409, -0.0885], [0.8571, -0.6583, -1.8905], [2.0238, -0.5554, -0.6299], [1.9651, -2.0388, -1.5316], [-0.4441, -2.2245, -0.4888], [1.0557, -2.6488, 0.3107], [0.3616, -1.1429, 0.7705]],
  "nbo_charge": [-0.591, -0.611, 0.201, 0.201, 0.188, 0.204, 0.199, 0.208, -0.603, -0.601, 0.199, 0.198, 0.203, 0.203, 0.199, 0.201]
}


(2)
{
  "formula": "C4H12",
  "method": "the ωB97M-V functional and the def2-TZVPD basis",
  "relative_energy_kcal_mol": 4.6,
  "homo_ev": -11.740,
  "fmax_ev_per_a": 1.8,
  "homo_lumo_gap_ha": 0.4734,
  "smiles": "CC.CC",
  "total_energy_ev": -4342.329,
  "elements": ["C", "C", "H", "H", "H", "H", "H", "H", "C", "C", "H", "H", "H", "H", "H", "H"],
  "coordinates": [[-1.2591, -0.9975, -1.7577], [-1.2021, -2.2523, -0.9277], [-1.9834, -1.1019, -2.5684], [-1.4762, -0.0488, -1.2621], [-0.3111, -0.7750, -2.2603], [-2.0991, -2.3977, -0.3229], [-0.3697, -2.3452, -0.2251], [-1.0975, -3.1341, -1.5642], [0.8777, 1.2260, 0.8271], [1.5653, 2.0350, 1.9598], [0.3039, 1.9062, 0.2103], [1.6025, 0.6999, 0.2103], [0.2198, 0.4489, 1.2135], [1.9622, 1.3690, 2.7160], [0.8743, 2.8090, 2.2777], [2.3924, 2.5586, 1.4735]],
  "nbo_charge": [-0.613, -0.611, 0.204, 0.207, 0.203, 0.203, 0.204, 0.204, -0.603, -0.607, 0.200, 0.199, 0.199, 0.206, 0.205, 0.200]
}


(3)
{
  "formula": "C4H12",
  "method": "the ωB97M-V functional and the def2-TZVPD basis",
  "relative_energy_kcal_mol": 5.5,
  "homo_ev": -11.844,
  "fmax_ev_per_a": 1.6,
  "homo_lumo_gap_ha": 0.4716,
  "smiles": "CC.CC",
  "total_energy_ev": -4342.289,
  "elements": ["C", "C", "H", "H", "H", "H", "H", "H", "C", "C", "H", "H", "H", "H", "H", "H"],
  "coordinates": [[-2.7446, -1.1858, 1.8312], [-1.8832, -0.1304, 2.5594], [-3.0665, -1.9493, 2.5204], [-2.1778, -1.6272, 1.0037], [-3.5388, -0.6617, 1.3035], [-2.1440, 0.8377, 2.1562], [-2.2045, -0.0776, 3.6038], [-0.8111, -0.2687, 2.5522], [1.6256, 0.9515, -2.3784], [2.9959, 0.3889, -2.0176], [1.1656, 0.3194, -3.1350], [1.6754, 1.9992, -2.6654], [0.9382, 0.8929, -1.5316], [3.6556, 0.4634, -2.8744], [3.4666, 0.9143, -1.1834], [2.8960, -0.6649, -1.7306]],
  "nbo_charge": [-0.611, -0.610, 0.206, 0.202, 0.206, 0.202, 0.200, 0.205, -0.604, -0.602, 0.202, 0.203, 0.199, 0.201, 0.201, 0.201]
}


(4)
{
  "formula": "C4H12",
  "method": "the ωB97M-V functional and the def2-TZVPD basis",
  "relative_energy_kcal_mol": 36.6,
  "homo_ev": -10.837,
  "fmax_ev_per_a": 5.7,
  "homo_lumo_gap_ha": 0.4371,
  "smiles": "CC.CC",
  "total_energy_ev": -4340.943,
  "elements": ["C", "C", "H", "H", "H", "H", "H", "H", "C", "C", "H", "H", "H", "H", "H", "H"],
  "coordinates": [[-1.7167, -0.4240, -2.1876], [-1.6225, 0.8411, -1.4296], [-2.7998, -0.6478, -2.2136], [-1.2682, -0.1939, -3.1946], [-1.2530, -1.2810, -1.9096], [-0.9907, 1.7009, -1.7595], [-0.9838, 0.5994, -0.4631], [-2.6814, 1.1710, -1.1008], [1.2790, 0.3205, 1.9722], [2.1748, -0.7157, 1.4758], [1.3319, 0.3558, 3.1627], [1.1596, 1.3363, 1.6370], [0.2005, 0.0790, 1.9598], [2.3856, -1.4663, 2.3089], [3.0585, -0.3482, 1.0678], [1.7262, -1.3271, 0.6742]],
  "nbo_charge": [-0.620, -0.621, 0.206, 0.203, 0.207, 0.217, 0.198, 0.210, -0.631, -0.616, 0.197, 0.220, 0.208, 0.209, 0.209, 0.203]
}


(5)
{
  "formula": "C4H12",
  "method": "the ωB97M-V functional and the def2-TZVPD basis",
  "relative_energy_kcal_mol": 31.5,
  "homo_ev": -11.182,
  "fmax_ev_per_a": 5.2,
  "homo_lumo_gap_ha": 0.4523,
  "smiles": "CC.CC",
  "total_energy_ev": -4341.161,
  "elements": ["C", "C", "H", "H", "H", "H", "H", "H", "C", "C", "H", "H", "H", "H", "H", "H"],
  "coordinates": [[-1.3029, -2.3905, 0.1469], [-0.8186, -1.2381, -0.6377], [-2.2317, -2.5844, -0.2367], [-0.4998, -3.2643, 0.1917], [-1.2545, -2.1192, 1.1857], [-1.1818, -0.2270, -0.2258], [-1.3394, -1.2997, -1.6388], [0.1869, -1.1046, -0.8187], [0.5403, 2.1401, 0.8387], [1.5495, 1.3953, -0.3242], [-0.3408, 2.3951, 0.2870], [0.4657, 1.4502, 1.6499], [1.1003, 3.0666, 1.1749], [2.1471, 2.2207, -0.7483], [0.8722, 0.9477, -0.9809], [2.1074, 0.6122, 0.1363]],
  "nbo_charge": [-0.609, -0.599, 0.210, 0.200, 0.204, 0.195, 0.195, 0.204, -0.610, -0.602, 0.204, 0.204, 0.201, 0.205, 0.197, 0.199]
}


(6)
{
  "formula": "C4H12",
  "method": "the ωB97M-V functional and the def2-TZVPD basis",
  "relative_energy_kcal_mol": 34.9,
  "homo_ev": -11.175,
  "fmax_ev_per_a": 3.8,
  "homo_lumo_gap_ha": 0.4525,
  "smiles": "CC.CC",
  "total_energy_ev": -4341.015,
  "elements": ["C", "C", "H", "H", "H", "H", "H", "H", "C", "C", "H", "H", "H", "H", "H", "H"],
  "coordinates": [[0.4469, -0.4534, 1.3013], [0.7632, -1.9330, 1.6873], [-0.5763, -0.1830, 1.6112], [0.9310, 0.2727, 1.9455], [0.6889, -0.5090, 0.2285], [1.4023, -2.0541, 2.5413], [1.4934, -2.5204, 0.9818], [-0.2577, -2.2440, 1.8980], [-0.8316, 0.4687, -1.6690], [-0.3836, 1.8523, -1.3374], [-1.4910, -0.0671, -1.0123], [-1.5070, 0.4083, -2.5153], [0.1249, 0.0220, -2.0086], [0.3367, 2.3187, -2.0261], [-1.2207, 2.6471, -1.2913], [0.0807, 1.9743, -0.3350]],
  "nbo_charge": [-0.635, -0.633, 0.203, 0.208, 0.226, 0.203, 0.208, 0.217, -0.634, -0.615, 0.220, 0.207, 0.210, 0.208, 0.196, 0.209]
}


What did the sixth record say?
{
  "formula": "C4H12",
  "method": "the ωB97M-V functional and the def2-TZVPD basis",
  "relative_energy_kcal_mol": 34.9,
  "homo_ev": -11.175,
  "fmax_ev_per_a": 3.8,
  "homo_lumo_gap_ha": 0.4525,
  "smiles": "CC.CC",
  "total_energy_ev": -4341.015,
  "elements": ["C", "C", "H", "H", "H", "H", "H", "H", "C", "C", "H", "H", "H", "H", "H", "H"],
  "coordinates": [[0.4469, -0.4534, 1.3013], [0.7632, -1.9330, 1.6873], [-0.5763, -0.1830, 1.6112], [0.9310, 0.2727, 1.9455], [0.6889, -0.5090, 0.2285], [1.4023, -2.0541, 2.5413], [1.4934, -2.5204, 0.9818], [-0.2577, -2.2440, 1.8980], [-0.8316, 0.4687, -1.6690], [-0.3836, 1.8523, -1.3374], [-1.4910, -0.0671, -1.0123], [-1.5070, 0.4083, -2.5153], [0.1249, 0.0220, -2.0086], [0.3367, 2.3187, -2.0261], [-1.2207, 2.6471, -1.2913], [0.0807, 1.9743, -0.3350]],
  "nbo_charge": [-0.635, -0.633, 0.203, 0.208, 0.226, 0.203, 0.208, 0.217, -0.634, -0.615, 0.220, 0.207, 0.210, 0.208, 0.196, 0.209]
}